Entry 1:
C41H51BiI2N2O6P2S2 as an isolated structure. Source: the OMol25 dataset; level of theory: wB97M-V/def2-TZVPD.

Relative energy (zero: lowest compared OMol25 entry of this formula, charge and spin) in kcal per mole: 125.09
Highest occupied orbital energy (alpha / beta) in eV: -4.19 / -4.53

ORCA input file:
```
! wB97M-V def2-TZVPD RIJCOSX def2/J DEFGRID3
* xyz -1 2
Bi 0.21532 -1.15926 -0.40781
S 1.58052 -0.79176 -2.47391
C 0.73342 -1.76106 -3.70121
C 1.14042 -1.60316 -5.02481
C 0.48322 -2.23476 -6.06101
C -0.59658 -3.05976 -5.78531
C -0.98778 -3.25316 -4.47811
C -0.33208 -2.61706 -3.42421
S -0.93378 -2.96726 -1.80461
H 1.98442 -0.96266 -5.22741
H 0.81112 -2.07686 -7.07871
H -1.12968 -3.55586 -6.58511
H -1.82458 -3.89106 -4.23391
I 3.88472 -5.00376 -0.59711
C 2.77242 -4.50956 1.11849
C 2.92442 -5.23326 2.29049
C 2.21142 -4.88316 3.40819
I 2.48422 -6.03486 5.17019
C 1.32412 -3.79796 3.39959
C 0.59322 -3.31856 4.50589
C -0.22808 -2.23086 4.36939
C -0.37688 -1.64726 3.10289
N 0.28072 -2.08466 2.06249
C 1.14662 -3.09506 2.17499
C 1.89592 -3.43256 0.99969
O 1.79842 -2.77556 -0.09981
H 3.61332 -6.06346 2.31889
H 0.69852 -3.81436 5.46009
H -0.77108 -1.82926 5.20859
H -1.03978 -0.80836 2.94029
O -1.02888 1.64874 3.63819
C -0.79068 1.43264 2.24859
O 1.06252 0.86424 0.85509
N 0.75782 1.21974 2.10569
C 0.19182 2.57064 2.22449
C -0.11338 2.77214 3.69939
C 0.96882 2.45564 4.65519
C 1.73762 1.37334 4.31459
C 1.60492 0.74164 3.09009
H 0.53952 3.28384 1.49829
H -0.66298 3.69474 3.91219
H 1.00502 2.91854 5.62639
H 2.47812 0.99114 5.00129
H 2.21222 -0.09356 2.78789
C -4.01798 0.51884 2.25109
C -3.98828 1.32024 0.94649
C -3.69718 2.77664 1.29679
C -5.35998 1.20974 0.27969
P -2.49888 0.59584 -0.03721
C -3.33838 -0.96356 -0.56461
C -3.12448 -2.02056 0.32249
C -3.70118 -3.25896 0.11909
C -4.48468 -3.47916 -1.00161
C -4.67538 -2.45196 -1.90991
C -4.12018 -1.20226 -1.68861
C -2.27078 1.66484 -1.61591
C -1.57038 0.79004 -2.65981
C -1.27308 2.74534 -1.17751
C -3.47828 2.34374 -2.26351
H -4.77128 0.93594 2.92059
H -3.05338 0.58634 2.74729
H -4.26668 -0.52426 2.06699
H -4.43508 3.13614 2.01419
H -3.74198 3.41984 0.42169
H -2.71388 2.85424 1.75119
H -6.11578 1.56294 0.98499
H -5.59088 0.17894 0.01579
H -5.43258 1.81784 -0.61591
H -2.47378 -1.86906 1.17469
H -3.51918 -4.06526 0.81609
H -4.92598 -4.45006 -1.17581
H -5.26108 -2.62796 -2.80111
H -4.29908 -0.42086 -2.40831
H -0.55288 0.58174 -2.33911
H -1.49918 1.31494 -3.61331
H -2.08108 -0.15536 -2.83221
H -0.39888 2.28974 -0.71171
H -1.71998 3.43104 -0.46311
H -0.93618 3.32304 -2.03881
H -4.23158 1.62914 -2.58091
H -3.14328 2.88364 -3.15171
H -3.93628 3.07204 -1.59941
C 3.40842 1.82004 -4.14971
C 3.14132 2.69114 -2.92811
O 3.70582 2.12274 -1.77861
P 2.59622 1.54854 -0.61301
O 2.61542 2.87154 0.35549
C 3.82872 3.51214 0.69209
C 3.58702 4.42774 1.88309
O 3.71972 0.68064 0.18439
C 4.47452 -0.30926 -0.49321
C 5.08892 -1.24556 0.53439
H 2.96102 2.25894 -5.03861
H 2.97852 0.83744 -3.97341
H 4.48142 1.71534 -4.29721
H 2.05802 2.81674 -2.79111
H 3.58412 3.68844 -3.06391
H 4.18932 4.09234 -0.16641
H 4.58772 2.76424 0.93829
H 2.86972 5.20324 1.62369
H 4.52092 4.89534 2.18329
H 3.18482 3.85234 2.71359
H 5.25642 0.18314 -1.08361
H 3.83652 -0.87316 -1.17871
H 5.62932 -0.67726 1.28859
H 5.76902 -1.93486 0.04339
H 4.30732 -1.81316 1.03209
*
```


Entry 2:
C30H34N7O3SW as an isolated structure. Source: the OMol25 dataset; level of theory: wB97M-V/def2-TZVPD.

Relative energy (zero: lowest compared OMol25 entry of this formula, charge and spin) in kcal per mole: 3.80
Highest occupied orbital energy (alpha / beta) in eV: -16.18 / -17.01

ORCA input file:
```
! wB97M-V def2-TZVPD RIJCOSX def2/J DEFGRID3
* xyz 3 3
W 0.71156 0.11505 -0.17691
N -0.28716 -0.46998 1.85132
N 0.47416 -0.67732 3.01550
C 1.74541 -0.23950 3.02094
N 2.41817 -0.26550 4.15529
S 2.49150 0.29529 1.57765
H -0.96885 0.27407 2.01196
H -0.81633 -1.31361 1.62816
H -0.02802 -0.88793 3.86966
H 2.01560 -0.56435 5.03255
H 3.38520 0.02625 4.16931
O 2.36668 -5.85845 -3.79429
N 1.39082 -5.29420 -4.24133
O 0.61689 -5.72739 -5.05695
C 1.11590 -3.94020 -3.71301
C 0.67197 -3.02537 -4.58902
C 0.41306 -1.68326 -4.14811
C -0.00593 -0.65924 -5.01857
C -0.22362 0.60149 -4.52217
C -0.02795 0.83366 -3.15881
N 0.35039 -0.12406 -2.32461
C 0.58483 -1.37028 -2.80370
C 1.04849 -2.36754 -1.87773
N 1.19547 -1.97949 -0.57872
C 1.64184 -2.86788 0.29977
C 1.94730 -4.18291 -0.05180
C 1.80026 -4.58630 -1.35325
C 1.34082 -3.65857 -2.31526
H 0.51510 -3.30149 -5.62391
H -0.13770 -0.86972 -6.07275
H -0.52768 1.41714 -5.16268
H -0.16228 1.82303 -2.73971
H 1.77205 -2.52379 1.31737
H 2.30749 -4.86312 0.70668
H 2.04660 -5.59614 -1.64611
N 0.00984 3.30166 0.27270
C 0.24745 2.18338 0.12578
H -0.13462 4.28562 0.42889
C 5.08748 2.99286 -1.57094
C 4.66842 1.66685 -2.22266
C 5.76362 0.60738 -2.02072
C 4.39806 1.87347 -3.72108
C 3.43470 1.18564 -1.58388
C 2.41161 0.78382 -1.04736
H 6.01817 3.33229 -2.02524
H 5.25702 2.87069 -0.50103
H 4.33463 3.76646 -1.72302
H 6.67950 0.95158 -2.50094
H 5.48259 -0.34663 -2.46760
H 5.97247 0.45202 -0.96215
H 5.31703 2.19784 -4.20913
H 3.64115 2.64138 -3.88434
H 4.07450 0.94558 -4.19510
C -5.41624 -3.97878 -3.95268
C -4.62346 -2.97374 -3.18344
C -3.88294 -3.36721 -2.05598
C -3.15738 -2.46978 -1.31571
C -2.49832 -2.95207 -0.05331
C -3.14363 -1.09685 -1.73588
C -2.29336 -0.13272 -1.20060
O -1.36284 -0.32616 -0.33853
C -3.96759 -0.67069 -2.83671
C -4.10628 0.77337 -3.24885
C -4.66527 -1.62313 -3.54204
H -5.07253 -4.99477 -3.77360
H -5.39252 -3.76678 -5.02089
H -6.46347 -3.91959 -3.64095
H -3.92472 -4.40318 -1.74289
H -2.86686 -3.94461 0.19576
H -2.72549 -2.28744 0.78231
H -1.41398 -3.00915 -0.15460
H -2.41618 0.89360 -1.55174
H -3.16967 1.19617 -3.61923
H -4.45480 1.39408 -2.42250
H -4.83363 0.85806 -4.05167
H -5.27972 -1.31927 -4.37996
*
```


Entry 3:
An isolated ion of composition C5H12NS and charge +1. Source: the OMol25 dataset; level of theory: wB97M-V/def2-TZVPD.

Relative energy (zero: lowest compared OMol25 entry of this formula, charge and spin) in kcal per mole: 87.32
Highest occupied orbital energy in eV: -14.38

ORCA input file:
```
! wB97M-V def2-TZVPD RIJCOSX def2/J DEFGRID3
* xyz 1 1
C -1.51607 0.11236 0.89690
C -1.61977 0.77281 -0.49263
C -0.82967 -1.21357 0.73682
C -0.67234 -0.14406 -1.30889
C 2.78746 0.81093 0.55939
N 0.02103 -1.03263 -0.46640
S 1.69700 -0.78384 -0.05817
H -0.95050 0.76912 1.46421
H -2.53591 -0.08762 1.23648
H -2.63517 0.62204 -0.60287
H -1.47243 1.87434 -0.46844
H -0.34475 -1.54589 1.64055
H -1.63428 -1.99169 0.44503
H -1.19726 -0.72561 -2.15242
H -0.01638 0.42227 -1.94043
H 2.00499 1.47725 0.26044
H 3.07333 0.55383 1.57434
H 3.70895 0.92605 0.10062
H 2.13176 -0.81609 -1.42451
*
```


Entry 4:
A 3-piece molecular cluster, C32H59BClN2O9 overall. Source: the OMol25 dataset; level of theory: wB97M-V/def2-TZVPD.

Highest occupied orbital energy in eV: -9.87

ORCA input file:
```
! wB97M-V def2-TZVPD RIJCOSX def2/J DEFGRID3
* xyz 1 1
C 6.83178 -1.06922 5.17263
C 6.94848 -2.37790 4.42032
O 6.63079 -2.24807 3.00608
B 5.54218 -1.52882 2.65650
O 4.25753 -1.76601 2.98930
N 5.83583 -0.29465 1.76916
C 4.68456 0.64361 1.55064
C 5.25948 1.96166 1.06970
C 4.18033 3.02471 0.76902
C 2.76650 2.70848 1.23984
O 2.18923 1.72721 0.40580
C 0.91427 1.99926 -0.15870
C -0.03746 0.85343 0.15133
O -1.00480 0.83631 -0.88782
C -2.26601 0.42691 -0.52629
C -3.33610 1.27066 -0.76939
C -4.61579 0.88335 -0.41093
C -4.88017 -0.34394 0.20063
C -6.30184 -0.78072 0.58477
C -6.81988 -1.60957 -0.62002
C -6.33217 -1.71698 1.79768
C -7.27705 0.40394 0.75078
C -7.27776 1.26558 2.04030
C -8.13427 0.63607 3.15420
C -7.94999 2.62651 1.67926
C -5.87853 1.58237 2.57518
C -3.78283 -1.17809 0.41157
C -2.49586 -0.80940 0.05215
C 6.24610 1.80794 -0.11527
C 6.86525 0.41862 -0.44065
C 6.69457 0.06900 -1.92725
C 5.32476 0.30763 -2.50574
O 4.32781 0.46157 -1.84898
C 8.38786 0.51848 -0.17110
O 8.93188 1.54029 -0.96641
N 10.42597 1.40923 -0.95317
O 10.89747 2.23414 -0.31765
C 6.43312 -0.75862 0.47226
Cl 5.28412 -1.93698 -0.19254
H 7.43415 -1.13679 6.07858
H 7.24625 -0.23642 4.60185
H 5.81235 -0.85915 5.49332
H 6.30637 -3.14669 4.84781
H 7.96803 -2.75028 4.46393
H 4.05471 -2.70915 2.96124
H 6.56645 0.24621 2.24198
H 3.94826 0.19852 0.88839
H 4.22688 0.79347 2.52595
H 5.84802 2.34624 1.91230
H 4.12896 3.22519 -0.30001
H 4.46624 3.96442 1.24592
H 2.76060 2.33508 2.27028
H 2.18809 3.63392 1.25086
H 0.49972 2.92951 0.23144
H 1.01235 2.07840 -1.24263
H 0.51529 -0.08797 0.17607
H -0.53649 1.02319 1.10835
H -3.16725 2.22982 -1.23890
H -5.40779 1.58893 -0.60971
H -7.88971 -1.77400 -0.50753
H -6.28593 -2.55538 -0.70007
H -6.66636 -1.03281 -1.53432
H -7.29707 -2.22919 1.80839
H -6.22906 -1.20552 2.74802
H -5.58220 -2.49925 1.72229
H -7.17869 1.04895 -0.11956
H -8.27672 -0.03244 0.67046
H -9.02793 0.16374 2.74817
H -8.47327 1.42935 3.82390
H -7.58103 -0.06621 3.77410
H -8.97526 2.68435 2.03867
H -7.39080 3.45044 2.12430
H -7.94893 2.80406 0.60427
H -5.96061 2.07495 3.54574
H -5.24297 0.70571 2.68820
H -5.36232 2.27086 1.90460
H -3.90272 -2.14839 0.86957
H -1.65973 -1.47572 0.22371
H 7.06587 2.49851 0.07723
H 5.75419 2.19822 -0.99785
H 7.40613 0.64043 -2.52609
H 6.93905 -0.97985 -2.12530
H 5.27221 0.32105 -3.60738
H 8.87523 -0.44082 -0.38523
H 8.54967 0.74114 0.89623
H 7.30206 -1.35683 0.73707
C -10.88826 -1.90202 -3.64899
C -9.68822 -2.03084 -2.73024
O -10.02593 -2.63106 -1.48224
H -11.67060 -1.31339 -3.16971
H -10.61268 -1.42005 -4.58777
H -11.30546 -2.88468 -3.88059
H -9.28303 -1.04810 -2.49284
H -8.89626 -2.61173 -3.21589
H -10.37649 -3.50913 -1.65850
C 3.64206 -1.12329 -6.78450
C 4.83662 -2.05584 -6.74191
O 5.61480 -1.88214 -5.55435
H 3.96803 -0.08448 -6.72120
H 3.07654 -1.25440 -7.70706
H 2.96976 -1.31515 -5.94432
H 5.51343 -1.85401 -7.56980
H 4.51102 -3.09756 -6.81774
H 5.04108 -2.08193 -4.80825
*
```


Entry 5:
A 2-piece molecular cluster, C2H2O3S overall. Source: the OMol25 dataset; level of theory: wB97M-V/def2-TZVPD.

Relative energy (zero: lowest compared OMol25 entry of this formula, charge and spin) in kcal per mole: 52.39
Highest occupied orbital energy in eV: -9.47

ORCA input file:
```
! wB97M-V def2-TZVPD RIJCOSX def2/J DEFGRID3
* xyz 0 1
C -1.02370 -1.00613 0.31958
C -0.29576 -0.12887 -0.20546
O -4.28789 0.52173 -1.13642
O -2.64184 0.73348 0.67873
O -1.73377 -1.87216 0.67048
S -3.88130 0.20168 0.18759
H 0.66904 -0.41374 -0.59558
H -0.71716 0.82480 -0.16099
*
```


Entry 6:
One molecule with the formula C5H3NO2. Source: the OMol25 dataset; level of theory: wB97M-V/def2-TZVPD.

Relative energy (zero: lowest compared OMol25 entry of this formula, charge and spin) in kcal per mole: 158.61
Highest occupied orbital energy in eV: -9.68
Structure (SMILES): C#CC#CC(=O)NO

ORCA input file:
```
! wB97M-V def2-TZVPD RIJCOSX def2/J DEFGRID3
* xyz 0 1
C 3.89138 0.04771 0.02587
C 2.67761 -0.36770 -0.12530
C 1.27580 -0.54892 -0.17541
C -0.01345 -0.43739 -0.51400
C -1.42296 -0.85472 -0.13810
O -1.91383 -1.97615 -0.05700
N -2.30513 0.15273 0.35340
O -1.95510 1.42798 -0.34541
H 4.97447 0.44405 0.54684
H -3.28734 -0.16828 0.06797
H -1.92143 2.28068 0.36113
*
```


Entry 7:
One molecule with the formula C4H7NO2. Source: the OMol25 dataset; level of theory: wB97M-V/def2-TZVPD.

Relative energy (zero: lowest compared OMol25 entry of this formula, charge and spin) in kcal per mole: 100.81
Highest occupied orbital energy in eV: -9.55
Structure (SMILES): C=C1ONC[C@@H]1O

ORCA input file:
```
! wB97M-V def2-TZVPD RIJCOSX def2/J DEFGRID3
* xyz 0 1
C 1.08222 1.45380 -0.89512
C 0.34848 0.92355 0.06746
O -1.03400 1.07543 0.07409
N -1.19886 -0.16613 -0.84441
C -0.41477 -1.20512 -0.13732
C 0.53524 -0.38995 0.76392
O 0.08921 -0.34906 2.09880
H 0.68577 2.25015 -1.51343
H 2.03674 1.01366 -1.14915
H -2.17157 -0.46467 -0.92961
H 0.15271 -1.78216 -0.87543
H -1.01989 -1.87928 0.47462
H 1.55761 -0.76019 0.76080
H -0.64888 0.27999 2.10478
*
```


Entry 8:
C46H48AsCrN3 as an isolated structure. Source: the OMol25 dataset; level of theory: wB97M-V/def2-TZVPD.

Relative energy (zero: lowest compared OMol25 entry of this formula, charge and spin) in kcal per mole: 69.28
Highest occupied orbital energy (alpha / beta) in eV: 0.57 / 0.56

ORCA input file:
```
! wB97M-V def2-TZVPD RIJCOSX def2/J DEFGRID3
* xyz -2 5
Cr 1.45910 0.07693 -0.53089
N 1.53458 -3.03728 2.85875
N 0.50075 -2.61249 -2.71302
C 2.06324 2.10320 -1.19172
C 3.20682 1.29554 -0.85537
C 3.11966 0.99200 0.54297
C 4.08787 0.21494 1.37052
H 4.94650 -0.12922 0.79375
H 3.55111 -0.75987 1.78916
H 4.41049 0.77872 2.25069
C 1.92938 1.58763 1.05181
C 1.60199 1.65633 2.50342
H 2.10253 2.51589 2.97316
H 1.94929 0.76852 3.03630
H 0.52829 1.75682 2.69762
C 1.25384 2.24024 -0.01957
C 0.07084 3.15103 0.11534
H -0.74248 2.65840 0.66341
H -0.31659 3.44030 -0.86819
H 0.30756 4.08523 0.65088
C 4.36427 0.94532 -1.72796
H 5.18818 1.66166 -1.60571
H 4.08150 0.93673 -2.78605
H 4.75678 -0.04782 -1.47588
C 1.88605 2.93163 -2.42013
H 0.82781 3.17183 -2.56975
H 2.22802 2.39556 -3.31005
H 2.42752 3.89195 -2.37998
C 0.92659 -4.08388 3.34996
H 1.29308 -4.43396 4.34138
C -0.15237 -4.71131 2.65712
H -0.72830 -5.46453 3.23834
C -0.38495 -4.31510 1.30891
H -1.09998 -4.99314 0.73559
C 0.28678 -3.15521 0.80939
H 0.13732 -2.86695 -0.25197
C 1.26923 -2.44139 1.68468
C 2.28713 -1.38535 1.48282
H 2.66568 -1.76705 0.47439
C 0.78327 -1.27674 -2.64473
C 1.45148 -3.08261 -3.64739
H 1.97410 -4.05385 -3.51571
C 1.49111 -2.14643 -4.64840
H 1.74369 -2.27593 -5.70471
N 0.99947 -0.97753 -4.03835
C 0.82393 0.25357 -4.64144
C 1.80386 0.59804 -5.58790
C 1.60626 1.73668 -6.37423
H 2.36374 2.00851 -7.13624
C 0.46395 2.52799 -6.18987
C 0.23398 3.66870 -7.11328
H -0.32364 4.45305 -6.60325
H -0.34409 3.32908 -7.97838
H 1.19435 4.04819 -7.46433
C -0.47414 2.22796 -5.18657
H -1.35087 2.89154 -5.04294
C -0.29676 1.09035 -4.38139
C -1.26161 0.80713 -3.26885
H -1.65774 -0.21784 -3.30256
H -2.12354 1.49527 -3.32563
H -0.80543 0.95521 -2.26651
C 3.10503 -0.14582 -5.67509
H 3.02679 -1.18709 -6.01688
H 3.67300 -0.15014 -4.72771
H 3.73864 0.34512 -6.42477
C -4.73583 3.03609 3.48033
C -3.36396 3.30450 3.59126
C -2.42366 2.37543 3.12949
C -2.87079 1.16679 2.57052
C -4.23677 0.92846 2.38346
C -5.16832 1.82846 2.91889
As -1.49894 -0.17497 2.12658
C -1.00896 -0.51889 4.01350
C 0.31881 -0.86801 4.29366
C 0.73006 -1.12523 5.59762
C -0.17813 -0.96609 6.65118
C -1.48086 -0.52738 6.38652
C -1.91861 -0.37476 5.06413
C -2.68636 -1.73131 1.90513
C -3.08498 -2.60808 2.91644
C -4.05121 -3.58452 2.63243
C -4.52812 -3.75081 1.32885
C -4.04696 -2.93366 0.29950
C -3.11770 -1.92916 0.58219
H -5.46740 3.76751 3.83492
H -3.01359 4.22950 4.05370
H -1.35105 2.56392 3.22495
H -4.56361 0.03531 1.85006
H -6.22987 1.57381 2.90204
H 1.02248 -0.98858 3.47242
H 1.76012 -1.44423 5.77215
H 0.13567 -1.18288 7.67457
H -2.17306 -0.30609 7.20113
H -2.96178 -0.13746 4.84808
H -2.64630 -2.54147 3.91239
H -4.42938 -4.21345 3.44121
H -5.27320 -4.51996 1.10973
H -4.40128 -3.06528 -0.72473
H -2.72037 -1.29177 -0.21135
*
```


| no. | largest force on an atom (eV/Å) |
| --- | --- |
| 1 | 1.47 |
| 2 | 0.48 |
| 3 | 4.18 |
| 4 | 0.78 |
| 5 | 4.85 |
| 6 | 7.41 |
| 7 | 1.75 |
| 8 | 5.88 |